[1]
{"formula": "C15H21N3O2S", "method": "wB97M-V/def2-TZVPD", "e_above_lowest_ev": 2.634, "smiles": "C=CCNC(=S)NNC(=O)c1ccc(OCCCC)cc1", "total_charge": 0, "homo_energy_ev": -8.443, "species": ["C", "C", "C", "N", "C", "S", "N", "N", "C", "O", "C", "C", "C", "C", "O", "C", "C", "C", "C", "C", "C", "H", "H", "H", "H", "H", "H", "H", "H", "H", "H", "H", "H", "H", "H", "H", "H", "H", "H", "H", "H", "H"], "coordinates": [[2.801492, -5.079312, 5.251454], [2.201616, -4.546227, 4.204769], [1.337691, -5.323492, 3.249295], [-0.010216, -4.794427, 3.174136], [-0.394872, -3.692497, 2.500350], [-1.954072, -3.127332, 2.627202], [0.475119, -3.124800, 1.637396], [0.125964, -1.939293, 0.999731], [1.123503, -1.046578, 0.756289], [2.285230, -1.371024, 0.968019], [0.721291, 0.248665, 0.175261], [-0.585821, 0.726151, 0.159389], [-0.885105, 1.954012, -0.399732], [0.121933, 2.740350, -0.957517], [-0.045885, 3.959890, -1.519086], [-1.345484, 4.483885, -1.711711], [-2.083793, 3.823551, -2.878071], [-1.355692, 4.044437, -4.202211], [-2.056470, 3.336423, -5.354314], [1.439069, 2.268564, -0.927769], [1.729912, 1.048353, -0.368399], [3.410799, -4.493464, 5.917415], [2.718582, -6.129739, 5.478952], [2.295926, -3.488724, 3.997142], [1.774717, -5.307263, 2.244727], [1.267864, -6.364264, 3.572019], [-0.684122, -5.131587, 3.844349], [1.488125, -3.177960, 1.731906], [-0.863806, -1.729014, 1.109428], [-1.394480, 0.158429, 0.594526], [-1.909696, 2.290764, -0.385784], [-1.177754, 5.541710, -1.933268], [-1.932694, 4.414212, -0.787899], [-3.089946, 4.244174, -2.930572], [-2.173018, 2.750759, -2.694796], [-0.333493, 3.672080, -4.110407], [-1.302083, 5.115604, -4.409320], [-1.528058, 3.512915, -6.287883], [-3.076199, 3.700159, -5.462776], [-2.092783, 2.263369, -5.178737], [2.212720, 2.888723, -1.352001], [2.743990, 0.679818, -0.341505]], "atomic_forces_ev_per_a": [[0.094, 0.007, 0.051], [-0.126, -0.103, -0.148], [0.215, 0.108, -0.001], [0.180, -0.025, 0.001], [-0.296, -0.065, -0.204], [-0.603, 0.210, 0.162], [0.689, 0.058, 0.122], [-0.295, -0.105, 0.034], [-0.103, -0.571, 0.160], [0.170, 0.068, 0.000], [-0.041, 0.425, -0.102], [0.358, -0.173, 0.009], [-0.195, 0.348, -0.122], [0.198, -0.243, 0.108], [0.312, -0.147, 0.046], [-0.600, 0.027, -0.106], [0.519, 0.202, 0.074], [-0.207, -0.191, 0.049], [0.168, 0.153, 0.101], [-0.193, 0.164, -0.070], [-0.117, -0.173, 0.084], [0.100, 0.157, 0.107], [-0.065, -0.235, 0.006], [0.060, 0.179, 0.026], [-0.044, -0.120, 0.050], [0.049, 0.062, -0.118], [-0.008, 0.142, -0.131], [-0.215, -0.029, -0.031], [0.186, -0.033, -0.016], [-0.099, -0.058, 0.044], [-0.067, 0.050, -0.031], [-0.067, -0.104, 0.077], [0.113, 0.045, -0.037], [-0.075, -0.029, 0.037], [-0.110, -0.021, 0.022], [0.032, 0.081, -0.008], [0.083, 0.049, 0.019], [-0.015, -0.038, -0.136], [-0.125, -0.004, -0.062], [-0.033, -0.120, -0.023], [0.093, 0.065, -0.051], [0.081, -0.015, 0.006]], "lowdin_charge": [0.012, -0.165, -0.193, -0.015, -0.863, 0.618, 0.027, 0.054, -0.425, 0.050, -0.143, -0.011, -0.009, -0.259, -0.041, -0.195, -0.189, -0.264, -0.114, 0.014, -0.006, 0.055, 0.057, 0.100, 0.122, 0.123, 0.120, 0.129, 0.040, 0.110, 0.108, 0.130, 0.120, 0.121, 0.108, 0.110, 0.111, 0.068, 0.071, 0.073, 0.121, 0.120]}

[2]
{"formula": "C36H42MnN5O3SSb", "method": "wB97M-V/def2-TZVPD", "total_charge": 1, "homo_energy_ev": [-9.771, -9.978], "spin_multiplicity": 5, "species": ["Mn", "C", "C", "C", "C", "C", "C", "N", "Sb", "C", "C", "C", "C", "C", "C", "N", "C", "C", "C", "C", "C", "C", "N", "H", "H", "H", "H", "H", "H", "H", "H", "H", "H", "H", "H", "H", "H", "H", "H", "H", "H", "C", "C", "C", "C", "C", "C", "C", "C", "N", "C", "C", "C", "C", "H", "H", "H", "H", "H", "H", "H", "H", "H", "H", "H", "H", "H", "H", "H", "H", "H", "H", "N", "C", "C", "C", "C", "C", "C", "S", "O", "O", "O", "H", "H", "H", "H", "H", "H"], "coordinates": [[-1.101422, 0.518213, 0.554946], [-1.781943, 0.282539, -2.786119], [-1.942463, 1.677453, -2.279268], [-2.178451, 2.707326, -3.186980], [-2.406069, 3.989830, -2.736398], [-2.450987, 4.203582, -1.366304], [-2.192785, 3.146643, -0.511469], [-1.881180, 1.909930, -0.952650], [-2.473497, 3.476173, 1.580864], [-0.445283, 2.987036, 2.091552], [0.096760, 3.816413, 3.056454], [1.419794, 3.644957, 3.439485], [2.139498, 2.644359, 2.830719], [1.543249, 1.827786, 1.868241], [2.399106, 0.768014, 1.242018], [0.259310, 1.996220, 1.498797], [-3.474969, 1.594890, 1.882970], [-4.586629, 1.607000, 2.706242], [-5.321256, 0.439050, 2.864107], [-4.939619, -0.687479, 2.166677], [-3.811694, -0.648108, 1.350771], [-3.381223, -1.849936, 0.574373], [-3.084734, 0.476753, 1.243806], [-2.152863, 0.202751, -3.805938], [-2.343424, -0.420810, -2.170876], [-0.734654, -0.013290, -2.777438], [-2.198099, 2.477217, -4.243025], [-2.586157, 4.798943, -3.431554], [-2.697299, 5.178235, -0.966280], [-0.508482, 4.593800, 3.504316], [1.870557, 4.279372, 4.190735], [3.173996, 2.467228, 3.089440], [3.132588, 0.417299, 1.965843], [2.962137, 1.178989, 0.400391], [1.816534, -0.096869, 0.931505], [-4.882109, 2.515638, 3.214305], [-6.190274, 0.419772, 3.508120], [-5.505134, -1.605791, 2.240171], [-4.178406, -2.588648, 0.527810], [-2.500135, -2.303454, 1.028630], [-3.115083, -1.571422, -0.445580], [2.799623, -4.617269, 0.859825], [1.811456, -3.590042, 0.377835], [1.527167, -3.467355, -0.978361], [0.594647, -2.537814, -1.418952], [0.246746, -2.465922, -2.881498], [-0.026599, -1.721997, -0.477595], [0.234152, -1.799978, 0.908909], [1.175067, -2.771809, 1.302747], [-0.419987, -0.881463, 1.710285], [-0.423171, -1.039702, 3.177006], [0.963461, -0.770148, 3.805197], [-1.361124, -0.011573, 3.811661], [-0.973044, -2.421218, 3.584486], [3.210368, -5.191432, 0.031801], [2.326335, -5.313652, 1.553493], [3.629026, -4.144810, 1.388142], [2.011114, -4.121976, -1.692402], [0.750247, -3.256337, -3.434652], [0.555695, -1.518447, -3.328156], [-0.827156, -2.578986, -3.042060], [-0.822087, -1.068544, -0.848736], [1.410501, -2.924775, 2.343374], [1.125005, 0.305533, 3.910172], [1.793781, -1.170245, 3.231835], [1.014385, -1.198103, 4.807633], [-1.066248, 1.015942, 3.579000], [-1.313042, -0.124773, 4.895799], [-2.398134, -0.169541, 3.518961], [-0.494746, -3.247733, 3.064359], [-2.043057, -2.469269, 3.371550], [-0.846979, -2.581078, 4.656063], [1.179692, 1.200679, -1.657657], [2.056538, 0.877384, -2.657176], [2.143990, 1.681038, -3.813682], [2.972209, 1.312803, -4.835918], [3.690194, 0.104591, -4.748753], [3.649107, -0.668001, -3.568694], [2.827976, -0.300131, -2.542588], [4.720176, -0.412737, -6.065585], [5.833221, 0.248482, -5.300833], [4.802452, -1.841470, -6.092002], [4.332507, 0.277985, -7.258836], [1.363113, 0.744300, -0.776530], [0.889067, 2.163669, -1.571814], [1.544568, 2.581360, -3.875713], [3.073094, 1.896646, -5.740961], [4.253378, -1.564236, -3.526705], [2.738110, -0.905450, -1.647686]], "atomic_forces_ev_per_a": [[-0.013, 0.054, 0.144], [0.017, -0.030, 0.006], [-0.020, 0.029, -0.024], [-0.024, -0.014, 0.019], [0.001, 0.001, 0.013], [-0.001, 0.005, -0.009], [0.027, -0.033, -0.067], [0.083, -0.060, -0.041], [-0.052, 0.116, 0.053], [0.041, 0.035, 0.074], [-0.019, 0.011, -0.003], [0.019, -0.038, -0.040], [-0.008, 0.055, -0.030], [0.095, 0.107, -0.029], [-0.034, -0.012, 0.072], [0.114, 0.013, -0.060], [-0.048, -0.121, -0.010], [0.001, 0.039, 0.001], [-0.016, 0.007, 0.007], [0.026, -0.002, -0.040], [-0.084, 0.078, 0.028], [0.026, -0.009, -0.012], [-0.009, -0.095, -0.032], [0.016, 0.010, -0.012], [-0.010, 0.018, -0.009], [-0.052, 0.041, 0.011], [-0.004, 0.000, -0.012], [0.000, 0.005, -0.007], [0.004, 0.000, 0.006], [-0.006, -0.005, 0.002], [0.001, 0.000, 0.009], [0.013, -0.002, 0.010], [0.001, -0.009, -0.004], [-0.001, 0.010, 0.005], [0.031, 0.013, -0.043], [0.010, 0.004, -0.003], [-0.006, -0.003, 0.006], [-0.005, -0.005, 0.002], [0.002, -0.003, 0.017], [0.034, -0.009, 0.018], [-0.010, -0.002, -0.011], [-0.002, -0.006, -0.002], [0.001, 0.000, 0.025], [0.009, 0.022, -0.012], [0.008, -0.035, 0.012], [-0.023, -0.008, -0.036], [0.006, 0.020, -0.062], [-0.013, 0.019, 0.084], [-0.010, 0.022, -0.002], [-0.253, -0.133, -0.081], [0.081, -0.021, 0.055], [-0.006, -0.005, 0.072], [-0.050, -0.006, 0.078], [0.024, 0.039, -0.024], [0.003, -0.004, -0.008], [-0.002, -0.001, 0.004], [-0.001, 0.006, 0.006], [0.004, -0.012, -0.013], [0.002, -0.020, 0.003], [0.003, -0.044, 0.000], [0.000, 0.013, 0.007], [-0.043, -0.041, 0.025], [0.032, 0.039, 0.039], [-0.024, -0.064, -0.012], [-0.008, -0.084, -0.040], [-0.002, 0.004, 0.016], [-0.037, -0.125, -0.014], [0.019, 0.031, 0.033], [0.043, -0.013, 0.026], [-0.007, 0.017, 0.022], [-0.015, 0.001, -0.046], [-0.005, 0.019, 0.015], [0.335, 0.108, 0.039], [-0.126, 0.001, -0.025], [-0.015, -0.002, 0.014], [0.031, 0.032, -0.111], [-0.020, -0.038, 0.191], [-0.010, -0.092, -0.025], [0.042, 0.078, 0.020], [-0.137, -0.029, -0.187], [0.106, 0.100, 0.058], [0.019, -0.012, 0.030], [0.032, -0.016, -0.001], [-0.130, 0.027, -0.107], [-0.009, -0.019, -0.079], [0.017, 0.024, -0.026], [-0.042, 0.044, 0.014], [-0.010, -0.020, 0.047], [0.041, -0.015, -0.027]], "lowdin_spin": [2.856, 0.001, 0.002, -0.001, 0.004, 0.000, 0.004, -0.006, 0.006, 0.007, 0.000, 0.003, 0.000, 0.006, 0.002, 0.015, 0.007, 0.001, 0.002, 0.000, 0.005, 0.005, 0.010, 0.000, 0.001, 0.000, 0.000, 0.000, 0.000, 0.000, 0.000, 0.000, 0.000, 0.000, 0.001, 0.000, 0.000, 0.000, 0.001, 0.001, 0.002, 0.000, 0.002, 0.008, 0.003, 0.000, 0.016, 0.004, 0.006, 0.015, -0.001, 0.002, 0.000, 0.001, 0.000, 0.000, 0.000, 0.001, 0.000, 0.000, 0.000, 0.005, 0.000, 0.000, 0.000, 0.000, 0.000, 0.000, 0.000, 0.000, 0.000, 0.000, 0.110, 0.111, 0.024, 0.072, 0.148, 0.067, 0.014, 0.004, 0.442, 0.002, 0.000, 0.005, 0.004, -0.001, 0.002, 0.001, -0.001]}

[3]
{"formula": "C7H5AgF3N2O7S", "method": "wB97M-V/def2-TZVPD", "total_charge": -1, "homo_energy_ev": -6.541, "species": ["Ag", "C", "C", "N", "C", "C", "N", "C", "O", "O", "C", "O", "O", "H", "H", "H", "H", "H", "F", "C", "F", "F", "S", "O", "O", "O"], "coordinates": [[0.572756, 1.258373, 1.420084], [-2.865448, -1.214113, 1.311362], [-2.162421, -0.636397, 0.128651], [-1.262522, 0.310737, 0.162746], [-0.872100, 0.535605, -1.149431], [-1.553446, -0.313855, -1.971781], [-2.372212, -1.031680, -1.144591], [-1.606146, -0.611801, -3.421101], [-0.733140, -0.004146, -4.166719], [-2.424005, -1.429265, -3.820134], [0.136622, 1.601940, -1.502878], [0.510388, 1.646514, -2.714536], [0.506234, 2.373153, -0.580270], [-2.418585, -0.808862, 2.212714], [-2.774137, -2.303352, 1.338895], [-3.928128, -0.960534, 1.303935], [-2.996549, -1.734099, -1.491023], [-0.143797, 0.608366, -3.567022], [4.316269, 0.076342, 0.696789], [3.924468, 0.785314, 1.759482], [3.541873, 2.011708, 1.356096], [4.972649, 0.931796, 2.578390], [2.601978, -0.152856, 2.683848], [1.812084, 0.901918, 3.356422], [3.369173, -0.984110, 3.572726], [1.848142, -0.856698, 1.647344]], "atomic_forces_ev_per_a": [[-0.620, 0.379, -0.241], [-0.004, -0.070, -0.136], [-0.154, -0.250, 0.058], [0.392, 0.453, -0.380], [0.193, 0.190, 0.392], [-0.184, 0.030, 0.104], [-0.113, -0.129, 0.185], [-0.224, -0.513, 0.046], [0.124, -0.016, -0.072], [0.241, 0.343, 0.007], [0.345, 0.366, -0.295], [-0.377, -0.236, 0.798], [-0.085, -0.494, -0.501], [0.046, 0.038, 0.063], [0.010, 0.098, -0.032], [0.041, -0.003, -0.018], [-0.177, -0.210, -0.102], [0.006, 0.435, -0.181], [0.031, 0.269, 0.023], [-0.122, -0.095, 0.266], [0.076, -0.495, 0.010], [0.097, 0.226, -0.201], [-0.048, -0.481, 0.537], [0.318, -0.286, -0.473], [-0.137, 0.104, -0.124], [0.328, 0.348, 0.266]], "lowdin_charge": [0.762, -0.005, -0.364, 0.108, -0.120, -0.092, 0.166, -0.508, 0.121, 0.058, -0.574, -0.001, -0.084, 0.076, 0.081, 0.078, 0.160, 0.061, 0.126, -0.661, 0.102, 0.114, 0.466, -0.399, -0.302, -0.370]}

[4]
{"formula": "C18H15LaN3O4S3", "method": "wB97M-V/def2-TZVPD", "total_charge": -1, "homo_energy_ev": -5.378, "species": ["La", "C", "S", "C", "S", "N", "N", "C", "C", "C", "C", "C", "C", "N", "H", "H", "H", "H", "H", "H", "H", "H", "O", "S", "O", "O", "O", "C", "C", "C", "C", "C", "C", "C", "C", "C", "C", "H", "H", "H", "H", "H", "H", "H"], "coordinates": [[0.996872, -0.631119, 0.332702], [3.419848, 4.464972, 1.833548], [1.905858, 3.842888, 2.541380], [1.953803, 2.072818, 2.456228], [3.132096, 1.158672, 1.596205], [0.894717, 1.672760, 3.101177], [0.444818, 0.402393, 2.741666], [-0.183345, -0.181652, 3.681460], [-0.995127, -1.348444, 3.297775], [-1.791970, -1.925214, 4.275597], [-2.650156, -2.972995, 3.921246], [-2.675179, -3.400997, 2.615886], [-1.786950, -2.811864, 1.741486], [-0.970199, -1.819027, 2.069980], [3.153150, 5.535178, 1.773706], [3.646122, 4.114482, 0.864521], [4.181272, 4.308587, 2.536733], [-0.227138, 0.241220, 4.735212], [-1.846654, -1.542600, 5.284197], [-3.282722, -3.372382, 4.718247], [-3.218398, -4.224863, 2.248283], [-1.728709, -3.110198, 0.672593], [1.573902, -4.626005, -1.110713], [1.285584, -3.692710, -0.079735], [0.852594, -4.404713, 1.109329], [0.230170, -2.630648, -0.597465], [2.385406, -2.662621, 0.275266], [-2.228760, -0.006995, -4.734678], [-2.329375, -0.622625, -3.479959], [-1.507620, -0.269063, -2.464317], [-0.555005, 0.744692, -2.658323], [0.430416, 0.981803, -1.614973], [1.427878, 1.894686, -1.893156], [1.445784, 2.608943, -3.107507], [0.516545, 2.431088, -4.086426], [-0.535206, 1.473122, -3.903523], [-1.379062, 1.058093, -4.939935], [-2.858882, -0.407544, -5.508973], [-3.085953, -1.400522, -3.324995], [-1.550233, -0.864251, -1.571438], [2.194025, 2.105764, -1.203873], [2.135944, 3.414665, -3.158463], [0.498973, 2.969495, -5.002589], [-1.319135, 1.432731, -5.983380]], "atomic_forces_ev_per_a": [[0.119, -0.699, 0.312], [-1.484, 1.146, 0.418], [-0.222, -0.302, -0.019], [-0.186, 0.346, -0.153], [-0.211, 0.268, 0.048], [0.086, -0.656, -0.555], [0.465, 1.041, 1.026], [-0.425, 0.005, 0.190], [-0.072, -0.194, 2.044], [-0.916, -0.533, -0.201], [0.069, 0.579, 0.951], [0.863, 0.237, 0.230], [0.360, 0.117, -1.594], [0.265, 0.461, -1.122], [0.504, -0.270, -0.017], [0.197, -0.617, -0.974], [1.388, -0.088, 0.635], [0.000, -0.518, -1.436], [0.291, 0.108, 0.030], [0.091, -0.140, -0.469], [-0.877, -0.727, -0.106], [0.083, 0.042, 0.927], [0.908, -0.158, -1.492], [-0.492, 1.712, 0.551], [-0.474, 0.855, 0.496], [-0.098, -1.271, 0.547], [-0.231, -0.718, -0.161], [-0.172, 0.368, 0.227], [-0.922, -0.546, -0.282], [0.050, 0.064, -0.322], [0.842, 0.817, 0.320], [-0.079, -0.304, -0.240], [-1.597, -0.611, -0.918], [-0.499, 0.430, -0.009], [-0.812, -0.810, 0.748], [1.185, -0.496, 0.814], [-0.651, -0.766, -1.176], [-0.070, 0.161, -0.430], [0.405, 0.153, -0.139], [0.150, 0.057, 0.506], [0.932, 0.221, 0.957], [0.808, 0.494, -0.498], [0.266, 0.575, -0.590], [0.159, 0.167, 0.926]], "lowdin_charge": [1.906, -0.436, 0.825, -1.164, 0.439, -0.145, -0.143, -0.088, -0.289, -0.024, -0.054, -0.046, -0.116, 0.053, 0.033, 0.008, 0.008, 0.148, 0.105, 0.109, 0.096, 0.118, -0.323, 0.284, -0.362, -0.635, -0.579, -0.106, -0.103, -0.075, -0.204, -0.243, -0.184, -0.110, -0.052, -0.176, -0.061, 0.087, 0.104, 0.079, 0.029, 0.082, 0.089, 0.114]}